Molecular formula: C41H44N3O
Method: DFT, ωB97M-V/def2-TZVPD

XYZ file:
```
89
Properties=species:S:1:pos:R:3:forces:R:3:lowdin_charge:R:1
C -5.288 -1.223 3.711 -0.15 0.02 -0.03 -0.20
C -4.242 -1.639 2.672 -0.02 0.03 -0.14 -0.16
C -2.899 -0.908 2.846 -0.39 -1.29 -0.50 -0.13
N -3.049 0.532 3.024 1.85 0.83 0.69 0.01
C -1.975 1.296 2.752 -1.58 -1.33 0.04 -0.14
C -0.912 0.887 1.805 3.59 0.61 -0.42 -0.01
C -1.880 2.505 3.605 0.84 1.61 0.68 -0.19
C -1.953 3.826 3.117 -0.37 -0.50 0.06 0.00
C -2.097 4.903 4.007 0.29 -0.09 -0.30 -0.05
C -2.041 4.715 5.389 0.19 -0.14 -0.36 -0.06
C -1.787 3.434 5.884 0.25 -0.14 -0.24 -0.06
C -1.669 2.357 5.004 -0.61 -0.42 -0.29 -0.04
C -4.062 0.941 4.035 -0.45 0.19 0.37 -0.13
C -5.416 0.298 3.785 0.10 -0.41 -0.18 -0.17
H -6.259 -1.650 3.440 0.17 -0.07 0.11 0.12
H -5.020 -1.621 4.703 -0.03 0.11 -0.24 0.12
H -4.058 -2.721 2.765 0.01 0.36 -0.19 0.12
H -4.628 -1.447 1.654 0.13 -0.07 0.38 0.12
H -2.368 -1.339 3.729 -0.26 0.52 -0.43 0.16
H -2.273 -1.080 1.959 -0.15 0.06 0.38 0.11
H -0.327 1.802 1.669 0.29 -0.12 0.85 0.09
H -0.156 0.104 2.223 -1.65 1.14 -0.46 0.14
H -1.948 3.972 2.034 -0.18 0.16 0.31 0.11
H -2.216 5.908 3.598 0.04 -0.33 0.14 0.11
H -2.117 5.567 6.068 -0.09 -0.30 -0.24 0.12
H -1.665 3.276 6.960 0.00 0.00 -0.44 0.12
H -1.483 1.357 5.414 -0.09 0.38 -0.15 0.13
H -3.698 0.671 5.048 -0.11 0.10 -0.57 0.14
H -4.233 2.020 4.002 0.55 -0.14 -0.03 0.14
H -5.843 0.703 2.854 0.07 -0.15 0.23 0.13
H -6.078 0.585 4.613 0.15 0.00 -0.26 0.13
C 4.897 -2.249 -2.976 0.17 0.33 -0.08 -0.01
N 3.627 -2.430 -2.296 -0.02 -0.62 0.15 -0.04
C 3.232 -3.659 -1.813 0.82 0.81 -0.71 -0.41
O 3.870 -4.692 -1.926 -0.74 0.55 0.30 0.08
C 1.903 -3.440 -1.115 -0.32 -0.31 -0.63 -0.17
C 2.013 -3.846 0.358 0.08 -0.14 -0.11 -0.08
C 3.072 -3.020 1.035 0.06 0.02 0.55 -0.22
C 4.404 -3.445 1.024 -0.17 -0.19 -0.13 -0.04
C 5.399 -2.652 1.577 0.13 0.46 0.14 -0.07
C 5.081 -1.403 2.134 -0.37 -0.33 -0.23 -0.08
C 3.742 -0.992 2.174 0.24 0.14 0.09 -0.08
C 2.744 -1.811 1.658 0.03 -0.22 -0.20 -0.05
N 1.626 -2.023 -1.360 -0.65 -0.20 0.66 -0.01
C 0.584 -1.390 -0.755 0.61 0.28 0.23 -0.08
C 0.472 -0.037 -0.670 0.19 0.07 0.94 -0.08
C -0.700 0.627 -0.068 -2.85 -1.47 -0.28 -0.15
C -1.048 1.945 -0.734 0.22 0.89 1.69 -0.21
C -2.292 2.515 -0.436 -0.46 -0.27 -0.13 -0.07
C -2.626 3.802 -0.844 0.06 0.71 0.18 -0.09
C -1.662 4.637 -1.444 0.20 -1.26 -0.45 -0.07
C -0.389 4.092 -1.711 -0.74 0.30 0.44 -0.06
C -0.081 2.786 -1.312 0.23 -0.05 -0.21 -0.03
C 2.685 -1.326 -2.089 0.54 -0.84 0.29 -0.25
C 2.226 -0.716 -3.383 -0.04 0.19 -0.10 -0.04
C 1.697 -1.444 -4.371 0.34 -0.05 0.59 -0.03
C 1.237 -0.913 -5.641 -0.43 0.65 -1.30 -0.22
C 0.734 -1.780 -6.637 0.14 0.43 0.47 -0.04
C 0.242 -1.285 -7.844 0.05 0.49 -0.10 -0.08
C 0.258 0.100 -8.095 0.11 -0.37 0.30 -0.08
C 0.781 0.971 -7.125 0.00 -0.26 -0.02 -0.08
C 1.269 0.475 -5.915 -0.28 -0.50 -0.35 -0.03
H 5.418 -3.224 -2.992 -0.34 0.58 -0.02 0.10
H 4.737 -1.874 -4.008 0.12 -0.29 0.54 0.10
H 5.510 -1.506 -2.423 -0.24 -0.42 -0.30 0.10
H 1.149 -4.044 -1.642 0.11 -0.06 0.26 0.17
H 1.035 -3.723 0.828 0.08 -0.05 0.11 0.11
H 2.278 -4.915 0.379 -0.15 0.33 -0.01 0.14
H 4.643 -4.413 0.567 -0.02 0.46 0.19 0.12
H 6.435 -2.999 1.557 -0.31 0.15 0.05 0.11
H 5.865 -0.766 2.535 -0.15 -0.11 -0.05 0.10
H 3.467 -0.020 2.598 0.19 -0.39 -0.05 0.10
H 1.687 -1.527 1.725 0.45 0.03 -0.05 0.09
H -0.148 -2.042 -0.245 0.38 0.29 -0.53 0.15
H 1.293 0.581 -1.056 -0.53 -0.34 0.23 0.09
H -1.580 -0.078 -0.030 0.86 0.76 -0.96 0.12
H -3.011 1.932 0.173 0.34 0.31 -0.62 0.12
H -3.628 4.206 -0.635 0.52 -0.27 -0.08 0.11
H -1.918 5.641 -1.775 0.08 -0.19 0.19 0.11
H 0.361 4.723 -2.188 -0.11 -0.28 0.19 0.11
H 0.963 2.461 -1.418 -0.62 0.05 -0.13 0.11
H 3.162 -0.542 -1.467 -0.16 -0.30 -0.02 0.16
H 2.398 0.362 -3.451 -0.22 -0.38 -0.20 0.11
H 1.603 -2.533 -4.245 0.03 0.40 0.05 0.13
H 0.734 -2.850 -6.426 -0.07 0.19 -0.15 0.11
H -0.155 -1.973 -8.596 0.17 0.27 0.30 0.11
H -0.130 0.492 -9.043 0.19 -0.18 0.46 0.11
H 0.807 2.047 -7.318 -0.01 -0.37 0.06 0.11
H 1.668 1.160 -5.171 -0.13 -0.07 -0.22 0.10
```
Forces are in eV/Å.

The value obtained for the HOMO energy is -0.379 Eh. Its relative energy (zero: lowest compared OMol25 entry of this formula, charge and spin) is 233.3 kJ/mol. Its net charge is +1. The value obtained for the strongest force on any atom is 3.67 eV Å⁻¹. The calculation puts the HOMO-LUMO gap at 6.31 eV. The value obtained for the energy is -49740.79339 eV.

***

Molecular formula: C4H7NO
Method: DFT, ωB97M-V/def2-TZVPD

XYZ file:
```
13
Properties=species:S:1:pos:R:3:forces:R:3:nbo_charge:R:1
O 0.706 -1.855 0.075 0.01 -0.01 0.21 -0.70
C 0.206 -0.758 -0.626 -0.07 0.15 -0.25 0.11
C -1.181 -0.221 -0.173 -0.12 -0.11 0.04 -0.45
C -0.474 1.008 0.440 -0.17 0.17 0.02 -0.05
N 0.452 0.708 1.435 -0.04 0.07 -0.05 -0.52
C 0.839 0.590 -0.211 0.08 0.03 -0.40 -0.32
H 0.666 -1.586 1.009 0.04 -0.13 -0.11 0.48
H 0.286 -0.977 -1.693 -0.02 0.06 0.15 0.19
H -1.734 -0.854 0.526 0.09 0.11 -0.08 0.22
H -1.816 0.038 -1.027 0.10 -0.05 0.12 0.21
H -0.857 2.027 0.328 0.06 -0.16 0.03 0.19
H 1.566 0.542 0.742 0.06 -0.01 0.18 0.39
H 1.339 1.338 -0.825 -0.02 -0.12 0.14 0.25
```
Forces are in eV/Å.

The value obtained for the HOMO energy is -0.325 Eh. Its relative energy (zero: lowest compared OMol25 entry of this formula, charge and spin) is 506.1 kJ/mol. The value obtained for the strongest force on any atom is 0.41 eV Å⁻¹. The calculation puts the HOMO-LUMO gap at 9.83 eV. The value obtained for the energy is -7794.39949 eV.

***

Molecular formula: C34H40AsN3O4PtS2
Method: DFT, ωB97M-V/def2-TZVPD

XYZ file:
```
85
Properties=species:S:1:pos:R:3:forces:R:3:lowdin_charge:R:1
Pt 0.733 1.874 0.403 -1.03 1.72 0.16 0.55
C 0.077 6.345 1.316 0.03 -0.08 -0.10 -0.15
C 0.172 5.001 0.647 -1.43 -0.09 -1.71 -0.81
S 1.391 3.974 1.309 -0.04 -2.16 -0.39 0.58
C -0.614 4.641 -0.413 0.87 1.15 1.55 -0.81
C -1.649 5.555 -0.998 0.05 -0.18 0.11 -0.13
S -0.498 3.126 -1.232 1.13 -1.55 0.76 0.61
H 0.780 6.377 2.145 -0.01 0.17 0.12 0.05
H -0.929 6.516 1.699 -0.04 0.07 0.13 0.07
H 0.316 7.151 0.624 0.05 0.10 0.01 0.08
H -1.578 6.560 -0.597 -0.01 0.16 -0.01 0.06
H -2.642 5.160 -0.785 -0.20 0.02 -0.03 0.07
H -1.531 5.589 -2.079 -0.06 0.11 -0.18 0.07
O -0.285 -0.261 -0.149 2.02 0.88 0.12 -0.52
As -1.905 -0.360 -0.049 -2.12 -0.01 0.06 1.21
C -2.699 -0.705 -1.787 0.10 0.01 0.38 -0.29
C -3.384 -1.880 -2.059 0.03 -0.10 0.29 -0.09
C -3.997 -2.042 -3.290 -0.09 -0.09 -0.05 -0.08
C -3.938 -1.031 -4.236 -0.03 -0.09 0.03 -0.08
C -3.240 0.135 -3.967 0.01 0.03 -0.01 -0.07
C -2.609 0.295 -2.747 0.25 0.19 0.16 -0.09
C -2.404 -1.871 1.082 0.14 0.26 -0.25 -0.29
C -3.457 -1.831 1.985 -0.11 0.24 -0.14 -0.08
C -3.744 -2.945 2.759 -0.04 -0.01 0.11 -0.08
C -2.984 -4.097 2.631 -0.06 -0.03 0.02 -0.08
C -1.953 -4.150 1.706 0.07 -0.03 0.04 -0.08
C -1.656 -3.034 0.945 0.18 0.10 -0.19 -0.12
C -2.849 1.191 0.648 0.16 -0.32 -0.05 -0.32
C -2.199 2.101 1.468 0.28 -0.17 0.25 -0.14
C -2.882 3.201 1.960 0.01 -0.03 0.05 -0.06
C -4.217 3.381 1.643 -0.02 0.04 0.01 -0.07
C -4.868 2.469 0.827 -0.14 0.01 -0.02 -0.08
C -4.189 1.371 0.328 0.04 -0.23 -0.13 -0.10
H -3.443 -2.667 -1.314 -0.04 0.07 -0.05 0.10
H -4.535 -2.956 -3.500 -0.02 -0.03 -0.04 0.10
H -4.437 -1.162 -5.183 -0.05 0.02 -0.14 0.10
H -3.194 0.927 -4.699 0.05 0.04 -0.09 0.11
H -2.030 1.187 -2.529 -0.14 0.07 -0.05 0.06
H -4.061 -0.936 2.082 0.05 0.01 0.02 0.10
H -4.564 -2.919 3.463 0.01 0.05 0.03 0.11
H -3.197 -4.952 3.257 -0.04 -0.08 -0.03 0.11
H -1.383 -5.059 1.584 0.10 -0.05 0.01 0.11
H -0.827 -3.041 0.246 0.01 -0.10 -0.02 0.09
H -1.131 1.973 1.682 -0.51 0.13 0.05 0.03
H -2.368 3.914 2.587 0.09 0.05 0.04 0.11
H -4.756 4.232 2.035 -0.02 0.07 -0.01 0.11
H -5.907 2.619 0.577 -0.10 -0.02 -0.04 0.10
H -4.696 0.660 -0.316 -0.02 0.06 -0.02 0.11
N 4.498 2.778 -0.464 0.30 0.05 0.22 0.01
C 4.833 1.504 -1.090 -0.04 -0.12 0.00 -0.15
C 3.557 0.894 -1.686 0.43 0.69 0.07 -0.55
O 3.500 -0.217 -2.134 -0.09 -0.43 -0.09 0.11
O 2.530 1.733 -1.666 0.12 -0.13 -0.55 0.01
H 4.203 2.660 0.500 0.04 0.16 -0.05 0.06
H 2.864 2.585 -1.281 -0.10 -0.19 -0.07 0.07
H 5.277 3.423 -0.477 -0.10 0.00 0.03 0.09
H 5.296 0.759 -0.429 -0.10 0.07 -0.11 0.11
H 5.524 1.691 -1.915 -0.06 -0.12 -0.01 0.13
C 5.178 -4.414 -0.551 -0.06 0.18 -0.13 -0.07
C 4.570 -3.208 -1.259 0.40 -0.10 0.11 -0.20
N 3.448 -2.677 -0.507 -0.02 -0.04 0.09 -0.06
C 2.123 -2.858 -1.051 -0.48 -0.16 -0.14 -0.21
C 1.628 -4.300 -0.942 0.09 0.31 -0.05 -0.07
C 3.733 -1.816 0.484 0.13 -0.14 -0.08 -0.44
O 4.873 -1.459 0.749 0.12 0.13 0.18 0.06
C 2.594 -1.290 1.300 -0.24 -0.25 0.45 -0.10
C 1.712 -2.075 2.043 0.18 0.71 -0.24 0.02
C 0.743 -1.429 2.802 0.10 0.02 0.19 -0.05
C 0.654 -0.051 2.761 0.06 0.16 0.22 -0.13
N 1.516 0.717 2.075 0.04 -0.60 -0.62 -0.07
C 2.487 0.086 1.402 0.17 0.04 0.20 -0.10
H 6.063 -4.756 -1.082 0.13 -0.09 -0.05 0.07
H 4.468 -5.235 -0.489 -0.05 -0.10 0.01 0.06
H 5.468 -4.127 0.456 0.08 -0.01 0.10 0.07
H 4.227 -3.466 -2.261 -0.06 0.05 0.02 0.12
H 5.323 -2.419 -1.342 -0.13 -0.07 -0.10 0.12
H 2.151 -2.558 -2.104 -0.06 0.10 0.10 0.13
H 1.433 -2.183 -0.542 0.04 0.01 -0.21 0.09
H 2.269 -4.971 -1.508 0.03 -0.14 -0.04 0.07
H 0.620 -4.371 -1.344 -0.10 -0.06 -0.07 0.07
H 1.615 -4.628 0.095 -0.01 -0.08 0.13 0.07
H 1.785 -3.151 2.049 0.03 -0.14 -0.09 0.12
H 0.058 -1.992 3.422 -0.04 0.01 -0.02 0.11
H -0.101 0.487 3.326 -0.08 -0.07 -0.15 0.12
H 3.240 0.714 0.949 -0.01 -0.03 -0.08 0.10
```
Forces are in eV/Å.

The value obtained for the HOMO energy is -0.224 Eh. Its relative energy (zero: lowest compared OMol25 entry of this formula, charge and spin) is 62.3 kJ/mol. The value obtained for the strongest force on any atom is 2.23 eV Å⁻¹. The calculation puts the HOMO-LUMO gap at 5.84 eV. The value obtained for the energy is -134323.90961 eV.

***

Molecular formula: C8H5Cl2NO3PrRhS
Method: DFT, ωB97M-V/def2-TZVPD

XYZ file:
```
22
Properties=species:S:1:pos:R:3:forces:R:3:mulliken_spin:R:1
Rh 2.968 3.830 -1.770 3.27 -5.18 -0.68 2.21
Pr 0.026 1.175 -0.433 5.59 2.55 3.12 2.07
Cl 3.768 2.506 -0.009 -0.19 -0.34 -0.16 0.77
Cl 0.825 0.637 -2.649 -0.13 -0.04 0.19 -0.02
C -1.763 0.581 -1.429 -9.97 -3.74 -6.73 -0.01
C 2.954 5.179 -0.565 1.18 7.88 7.28 0.06
C 1.777 4.507 -2.953 -6.96 3.94 -7.74 -0.11
O -2.649 0.231 -2.089 4.08 1.69 3.17 0.02
O 3.111 5.988 0.252 -0.91 -3.24 -3.46 -0.02
O 1.040 5.002 -3.733 3.98 -2.52 4.47 0.08
S 0.987 -0.246 1.846 -0.09 -0.04 0.22 0.66
C -0.206 -1.416 1.500 1.28 -0.94 0.03 -0.04
N 0.283 -2.700 1.370 -1.31 -1.65 -0.11 0.04
C -0.521 -3.783 1.140 1.85 1.21 0.35 0.09
C -1.883 -3.589 1.015 -1.37 0.44 0.02 0.15
C -2.418 -2.308 1.156 -0.12 0.10 0.03 -0.06
C -1.580 -1.222 1.396 0.19 0.28 -0.37 0.12
H 1.286 -2.864 1.461 0.02 -0.01 0.12 0.00
H -0.049 -4.760 1.065 0.10 0.09 -0.01 0.00
H -2.547 -4.426 0.822 0.12 -0.10 0.03 0.00
H -3.483 -2.123 1.089 -0.13 -0.24 -0.01 0.00
H -1.928 -0.199 1.518 -0.46 -0.16 0.26 0.00
```
Forces are in eV/Å.

The value obtained for the HOMO energy (spin up / spin down) is -0.798 / -0.893 Eh. Its net charge is +4. The value obtained for the strongest force on any atom is 12.60 eV Å⁻¹. Its multiplicity is 7. As for the expectation value of S²: 12.0474. The calculation puts the HOMO-LUMO gap (spin up / spin down) at 5.51 / 6.21 eV. The value obtained for the energy is -68915.34909 eV.

***

Molecular formula: C2H3NO4S
Method: DFT, ωB97M-V/def2-TZVPD

XYZ file:
```
11
Properties=species:S:1:pos:R:3:forces:R:3:nbo_charge:R:1
C 0.735 -0.257 0.653 -0.60 1.69 1.98 -0.09
C -1.361 2.034 -0.085 -0.77 1.36 0.84 1.01
N 1.445 0.202 -0.257 0.95 0.17 -1.22 -0.65
O -0.678 2.972 0.007 0.59 -0.50 -0.43 -0.53
O -1.452 -1.835 0.323 -1.07 0.47 0.54 -0.92
O 0.569 -2.292 -0.994 0.03 -1.63 2.31 -0.86
O -2.181 1.225 -0.056 0.16 -0.81 -0.43 -0.48
S -0.034 -1.993 0.523 1.43 -0.15 -1.57 1.46
H 0.437 0.305 1.654 0.57 -1.18 -1.70 0.17
H 1.995 1.107 -0.335 -1.48 -1.28 1.00 0.40
H 0.524 -1.469 -1.432 0.20 1.86 -1.32 0.49
```
Forces are in eV/Å.

The value obtained for the HOMO energy is -0.354 Eh. Its relative energy (zero: lowest compared OMol25 entry of this formula, charge and spin) is 0.0 kJ/mol. The value obtained for the strongest force on any atom is 2.83 eV Å⁻¹. The calculation puts the HOMO-LUMO gap at 9.86 eV. The value obtained for the energy is -22636.46013 eV.

***

Molecular formula: C4H4N2O
Method: DFT, ωB97M-V/def2-TZVPD

XYZ file:
```
11
Properties=species:S:1:pos:R:3:forces:R:3:nbo_charge:R:1
O -2.418 0.960 -0.601 0.54 -0.04 0.05 -0.53
C -1.297 0.537 -0.432 -0.22 -0.04 0.07 0.60
C -0.906 -0.238 0.764 -0.11 -0.33 -0.09 -0.35
C 0.323 -0.743 0.842 -0.67 -0.19 0.14 0.03
N 1.341 -0.388 -0.060 -0.35 0.41 0.41 -0.64
C 0.901 0.315 -1.206 -0.34 0.26 0.12 0.30
N -0.288 0.720 -1.432 0.12 -0.29 0.03 -0.47
H -1.631 -0.429 1.545 -0.13 -0.08 -0.27 0.24
H 0.684 -1.401 1.627 -0.21 0.22 0.13 0.21
H 1.812 0.208 0.630 1.46 0.01 -1.07 0.41
H 1.652 0.454 -1.994 -0.09 0.07 0.46 0.19
```
Forces are in eV/Å.

The value obtained for the HOMO energy is -0.361 Eh. Its relative energy (zero: lowest compared OMol25 entry of this formula, charge and spin) is 113.8 kJ/mol. The value obtained for the strongest force on any atom is 1.81 eV Å⁻¹. The calculation puts the HOMO-LUMO gap at 10.14 eV. The value obtained for the energy is -9239.30856 eV.

***

Molecular formula: C3H6O2
Method: DFT, ωB97M-V/def2-TZVPD

XYZ file:
```
11
Properties=species:S:1:pos:R:3:forces:R:3:nbo_charge:R:1
C -1.398 0.632 0.330 -0.19 0.52 -0.06 -0.03
O -0.773 -0.405 0.757 0.00 -0.38 0.21 -0.33
C 0.483 -0.782 0.559 0.34 0.08 0.08 -0.04
C 1.535 0.110 0.154 0.01 -0.08 0.03 0.29
O 2.697 -0.241 0.026 -0.27 0.08 0.03 -0.54
H -0.878 1.459 -0.136 -0.07 -0.12 0.05 0.17
H -0.893 -0.210 -1.633 0.14 -0.12 -0.16 -0.02
H -2.446 0.669 0.591 0.13 -0.01 0.02 0.19
H -0.259 -0.624 -1.560 -0.12 0.07 -0.18 0.00
H 0.686 -1.777 0.931 -0.01 0.11 -0.04 0.20
H 1.247 1.170 -0.019 0.05 -0.15 0.01 0.11
```
Forces are in eV/Å.

The value obtained for the HOMO energy (spin up / spin down) is -0.310 / -0.314 Eh. Its relative energy (zero: lowest compared OMol25 entry of this formula, charge and spin) is 485.5 kJ/mol. The value obtained for the strongest force on any atom is 0.56 eV Å⁻¹. The calculation puts the HOMO-LUMO gap (spin up / spin down) at 7.76 / 8.21 eV. The value obtained for the energy is -7298.64655 eV.